Below is the molecule C7H13NO3S, with properties calculated with ωB97M-V with the def2-TZVPD basis set.

Last column: Löwdin charge in e.
CARTESIAN COORDINATES (ANGSTROEM)
H -1.08530 -2.16084 1.27982  0.114
H 2.70409 1.27147 -0.40219  0.080
C -0.20544 -0.83869 -1.85867  -0.184
O -0.67217 3.29895 1.51426  0.086
H 2.99623 2.11514 0.80541  0.097
H 0.49859 -1.19122 -2.59952  0.124
C 0.96105 2.15555 0.23729  -0.158
O 0.84931 2.05559 2.58205  0.093
N 2.27009 1.49113 0.46652  0.055
H -1.54698 2.44777 0.13421  -0.151
H 0.39806 -2.50836 -0.68030  0.107
S -1.83591 1.47090 -0.73609  0.812
C -0.33973 -0.15988 0.94666  -0.190
C -0.13742 0.77310 -0.15142  -0.656
H -2.26677 -1.34047 0.30368  0.120
C -1.15425 -1.41799 0.46067  -0.177
H -1.07548 -0.39288 -2.36772  0.098
H 0.79028 2.90563 -0.52366  0.141
H 0.73974 -0.42658 1.24607  0.152
C 0.35828 2.69673 1.48114  -0.530
C -0.49577 -1.92544 -0.80569  -0.178
H -1.09843 -2.74970 -1.16989  0.109
H -0.84564 0.34700 1.76982  0.120
H 1.49007 1.43114 2.20156  0.072
O 0.48109 0.20818 -1.20849  -0.157

Maximum force: 3.6 eV Å⁻¹
SMILES string: N[C@H](C(=O)O)[C@]1(S)CCCCO1
Kohn-Sham gap: 9.509 eV
ΔE to the lowest compared entry with this formula, charge and spin: 187.22 kJ/mol